(1)
{"formula": "C22H32FeGeN5O3S3", "method": "ωB97M-V with the def2-TZVPD basis set", "elements": ["Fe", "C", "S", "C", "S", "N", "N", "C", "C", "C", "C", "C", "C", "N", "H", "H", "H", "H", "H", "H", "H", "H", "O", "N", "N", "O", "C", "C", "C", "C", "C", "C", "H", "H", "H", "H", "H", "O", "S", "C", "C", "C", "C", "H", "H", "H", "H", "H", "H", "H", "H", "C", "Ge", "C", "C", "C", "H", "H", "H", "H", "H", "H", "H", "H", "H", "H", "H"], "coordinates": [[0.501, 0.238, -0.434], [-2.744, -4.527, -1.287], [-2.079, -4.000, 0.325], [-1.431, -2.415, -0.206], [-0.145, -2.390, -1.312], [-2.093, -1.416, 0.262], [-1.718, -0.165, -0.003], [-2.686, 0.705, -0.193], [-2.459, 2.080, -0.387], [-3.515, 2.935, -0.799], [-3.280, 4.270, -0.969], [-1.991, 4.765, -0.727], [-1.009, 3.860, -0.363], [-1.203, 2.567, -0.196], [-3.154, -5.521, -1.154], [-1.935, -4.539, -2.010], [-3.523, -3.832, -1.590], [-3.710, 0.335, -0.252], [-4.490, 2.510, -0.989], [-4.067, 4.941, -1.292], [-1.772, 5.817, -0.815], [0.005, 4.208, -0.189], [0.888, -0.611, 1.339], [1.961, -1.331, 1.467], [2.725, -1.350, 0.425], [2.443, -0.646, -0.648], [3.866, -2.138, 0.448], [4.144, -2.950, 1.554], [5.289, -3.715, 1.569], [6.167, -3.696, 0.491], [5.873, -2.912, -0.619], [4.736, -2.135, -0.645], [3.438, -2.966, 2.366], [5.499, -4.341, 2.426], [7.068, -4.292, 0.510], [6.535, -2.911, -1.475], [4.489, -1.526, -1.499], [1.556, 2.058, 0.574], [1.185, 2.847, 1.760], [-0.214, 2.005, 2.620], [0.172, 1.952, 4.084], [1.613, 1.455, 4.100], [2.366, 2.344, 3.126], [-0.301, 1.012, 2.179], [-1.123, 2.566, 2.430], [-0.487, 1.291, 4.648], [0.121, 2.953, 4.520], [1.642, 0.420, 3.760], [2.050, 1.508, 5.100], [3.218, 1.860, 2.654], [2.688, 3.269, 3.601], [1.725, 2.511, -4.720], [1.613, 0.770, -3.709], [3.511, 0.423, -3.231], [1.033, -0.634, -5.005], [0.285, 0.982, -2.289], [2.309, 2.399, -5.628], [2.210, 3.256, -4.096], [0.745, 2.890, -4.989], [4.179, 0.904, -3.940], [3.704, -0.643, -3.238], [3.714, 0.803, -2.238], [1.727, -0.732, -5.834], [0.055, -0.395, -5.414], [0.962, -1.590, -4.499], [-0.672, 0.620, -2.677], [0.189, 2.046, -2.082]], "nbo_charge": [1.40, -0.73, 0.18, -0.07, -0.31, -0.41, -0.24, -0.01, 0.16, -0.24, -0.18, -0.28, 0.06, -0.44, 0.21, 0.23, 0.21, 0.18, 0.21, 0.21, 0.21, 0.20, -0.63, 0.13, 0.14, -0.64, 0.19, -0.24, -0.20, -0.23, -0.21, -0.22, 0.24, 0.20, 0.20, 0.21, 0.25, -1.00, 1.24, -0.60, -0.41, -0.42, -0.59, 0.27, 0.23, 0.22, 0.19, 0.24, 0.20, 0.25, 0.21, -1.08, 1.61, -1.08, -1.08, -1.50, 0.20, 0.21, 0.21, 0.20, 0.21, 0.24, 0.20, 0.22, 0.23, 0.22, 0.20], "total_charge": -1, "homo_lumo_gap_ev": [5.49, 6.15], "homo_energy_ev": [-3.3, -3.9], "spin_multiplicity": 5}

(2)
{"formula": "C42H101AsF6N11O8Pb", "method": "ωB97M-V with the def2-TZVPD basis set", "elements": ["Pb", "As", "F", "F", "F", "F", "F", "F", "C", "C", "N", "C", "C", "C", "C", "H", "H", "H", "H", "H", "H", "H", "H", "H", "H", "H", "H", "H", "H", "H", "C", "C", "N", "C", "C", "C", "C", "H", "H", "H", "H", "H", "H", "H", "H", "H", "H", "H", "H", "H", "H", "H", "C", "C", "N", "C", "C", "C", "C", "H", "H", "H", "H", "H", "H", "H", "H", "H", "H", "H", "H", "H", "H", "H", "C", "C", "O", "N", "C", "H", "H", "H", "H", "H", "H", "H", "C", "C", "O", "N", "C", "H", "H", "H", "H", "H", "H", "H", "C", "C", "O", "N", "C", "H", "H", "H", "H", "H", "H", "H", "C", "C", "O", "N", "C", "H", "H", "H", "H", "H", "H", "H", "C", "C", "O", "N", "C", "H", "H", "H", "H", "H", "H", "H", "C", "C", "O", "N", "C", "H", "H", "H", "H", "H", "H", "H", "C", "C", "O", "N", "C", "H", "H", "H", "H", "H", "H", "H", "C", "C", "O", "N", "C", "H", "H", "H", "H", "H", "H", "H"], "coordinates": [[-0.931, 3.197, -2.505], [-0.434, 0.033, 0.143], [-0.650, -1.279, -0.954], [-0.491, -1.095, 1.427], [-0.158, 1.297, 1.237], [-0.468, 1.120, -1.247], [-2.144, 0.176, 0.276], [1.266, -0.147, -0.008], [3.480, -3.140, 3.685], [2.788, -3.495, 2.380], [2.165, -4.794, 2.402], [1.891, -5.286, 1.066], [0.928, -4.471, 0.198], [0.964, -4.781, 3.225], [0.343, -6.165, 3.428], [2.748, -2.989, 4.475], [4.037, -2.214, 3.526], [4.238, -3.882, 3.932], [2.111, -2.693, 2.036], [3.554, -3.525, 1.596], [2.856, -5.405, 0.555], [1.540, -6.318, 1.136], [1.046, -4.781, -0.848], [-0.115, -4.685, 0.441], [1.093, -3.394, 0.216], [0.182, -4.107, 2.822], [1.199, -4.370, 4.209], [1.103, -6.911, 3.667], [-0.208, -6.474, 2.539], [-0.342, -6.158, 4.277], [-2.603, -4.748, -6.541], [-2.801, -4.360, -5.082], [-2.133, -5.211, -4.076], [-2.505, -6.628, -4.250], [-3.972, -6.901, -4.019], [-0.695, -5.080, -4.130], [-0.186, -3.661, -3.812], [-1.565, -4.975, -6.776], [-2.886, -3.906, -7.179], [-3.248, -5.573, -6.840], [-2.465, -3.338, -4.899], [-3.868, -4.361, -4.844], [-2.144, -7.041, -5.205], [-1.937, -7.190, -3.500], [-4.642, -6.487, -4.770], [-4.135, -7.978, -3.945], [-4.291, -6.507, -3.051], [-0.295, -5.333, -5.129], [-0.201, -5.782, -3.455], [-0.375, -2.978, -4.637], [0.885, -3.705, -3.605], [-0.644, -3.302, -2.885], [3.993, 7.259, 1.642], [3.087, 7.709, 2.769], [1.729, 7.194, 2.604], [1.590, 5.811, 3.030], [0.433, 5.098, 2.327], [0.721, 8.074, 3.153], [0.822, 8.374, 4.642], [4.048, 6.168, 1.593], [5.010, 7.629, 1.781], [3.611, 7.594, 0.675], [3.488, 7.353, 3.734], [3.081, 8.796, 2.867], [2.505, 5.267, 2.783], [1.521, 5.688, 4.119], [0.218, 4.172, 2.860], [-0.477, 5.689, 2.247], [0.737, 4.897, 1.297], [-0.295, 7.771, 2.882], [0.803, 9.023, 2.605], [0.862, 7.483, 5.268], [0.019, 9.039, 4.959], [1.762, 8.897, 4.844], [2.996, 2.782, -0.050], [2.375, 3.455, -1.243], [1.139, 3.578, -1.345], [3.205, 4.002, -2.144], [2.720, 4.664, -3.330], [2.588, 3.135, 0.891], [4.078, 2.902, -0.027], [2.734, 1.722, -0.126], [4.192, 3.857, -2.032], [2.004, 5.451, -3.101], [2.230, 3.950, -3.999], [3.560, 5.103, -3.860], [1.754, -0.104, -3.011], [1.468, 0.933, -4.057], [0.692, 1.883, -3.782], [2.013, 0.857, -5.275], [3.006, -0.078, -5.788], [0.817, -0.634, -2.826], [2.068, 0.376, -2.089], [2.490, -0.833, -3.338], [1.781, 1.626, -5.886], [2.543, -0.848, -6.410], [3.518, -0.616, -4.995], [3.758, 0.449, -6.369], [-4.967, 0.654, 6.421], [-4.136, 0.808, 5.180], [-4.030, 1.898, 4.618], [-3.574, -0.323, 4.685], [-2.750, -0.359, 3.492], [-4.864, 1.551, 7.029], [-4.684, -0.174, 7.074], [-6.012, 0.533, 6.140], [-3.750, -1.191, 5.158], [-1.937, -1.056, 3.656], [-2.309, 0.628, 3.365], [-3.356, -0.537, 2.605], [3.284, 0.457, 3.161], [2.939, 1.256, 4.395], [3.749, 2.009, 4.930], [1.695, 1.066, 4.920], [0.652, 0.193, 4.436], [3.201, 1.119, 2.294], [2.539, -0.317, 2.979], [4.279, 0.032, 3.176], [1.502, 1.617, 5.741], [0.832, -0.827, 4.790], [0.529, 0.276, 3.359], [-0.345, 0.436, 4.809], [-5.603, -3.081, -0.340], [-5.056, -3.613, -1.622], [-5.792, -3.686, -2.614], [-3.780, -4.036, -1.764], [-2.691, -4.038, -0.804], [-6.371, -3.766, 0.017], [-6.041, -2.099, -0.492], [-4.866, -3.020, 0.465], [-3.523, -4.328, -2.699], [-2.979, -4.587, 0.098], [-2.454, -3.023, -0.470], [-1.803, -4.493, -1.227], [6.558, -2.823, 1.421], [5.752, -1.787, 0.680], [5.849, -0.603, 0.941], [4.943, -2.241, -0.307], [4.064, -1.346, -1.040], [7.538, -2.371, 1.566], [6.647, -3.756, 0.869], [6.143, -2.980, 2.414], [4.837, -3.220, -0.495], [3.853, -0.455, -0.457], [3.125, -1.850, -1.266], [4.555, -1.032, -1.968], [-3.260, 3.661, 1.540], [-2.464, 4.420, 0.534], [-1.825, 3.813, -0.364], [-2.452, 5.754, 0.538], [-3.065, 6.597, 1.531], [-3.014, 3.885, 2.575], [-3.089, 2.605, 1.356], [-4.325, 3.857, 1.401], [-2.014, 6.146, -0.280], [-2.345, 7.279, 1.975], [-3.571, 6.017, 2.297], [-3.880, 7.179, 1.086], [-3.180, -0.866, -3.010], [-3.052, 0.459, -3.684], [-2.227, 1.296, -3.266], [-3.873, 0.707, -4.701], [-3.877, 1.920, -5.470], [-2.357, -1.543, -3.246], [-4.077, -1.417, -3.317], [-3.224, -0.776, -1.927], [-4.490, -0.028, -5.003], [-3.318, 2.697, -4.962], [-4.896, 2.241, -5.674], [-3.401, 1.760, -6.443]], "lowdin_charge": [1.65, 0.69, -0.24, -0.23, -0.21, -0.32, -0.23, -0.23, -0.07, -0.28, -0.18, -0.25, -0.07, -0.26, -0.09, 0.06, 0.05, 0.08, 0.11, 0.09, 0.11, 0.11, 0.07, 0.06, 0.06, 0.12, 0.10, 0.08, 0.06, 0.07, -0.07, -0.25, -0.20, -0.26, -0.08, -0.27, -0.09, 0.07, 0.08, 0.07, 0.09, 0.10, 0.12, 0.12, 0.07, 0.08, 0.07, 0.11, 0.11, 0.06, 0.07, 0.05, -0.09, -0.27, -0.19, -0.25, -0.06, -0.27, -0.08, 0.06, 0.07, 0.07, 0.12, 0.11, 0.10, 0.11, 0.08, 0.04, 0.06, 0.08, 0.12, 0.07, 0.07, 0.07, 0.04, -0.48, -0.16, 0.05, -0.05, 0.08, 0.10, 0.06, 0.14, 0.09, 0.07, 0.09, 0.02, -0.46, -0.18, 0.05, -0.04, 0.09, 0.07, 0.06, 0.15, 0.09, 0.08, 0.09, -0.01, -0.55, 0.02, 0.01, -0.08, 0.08, 0.08, 0.09, 0.13, 0.07, 0.07, 0.08, 0.01, -0.53, 0.02, 0.02, -0.09, 0.07, 0.05, 0.08, 0.14, 0.09, 0.05, 0.07, 0.01, -0.56, -0.01, 0.03, -0.07, 0.09, 0.09, 0.07, 0.08, 0.09, 0.07, 0.06, 0.01, -0.57, 0.04, 0.01, -0.08, 0.09, 0.08, 0.07, 0.12, 0.06, 0.07, 0.08, 0.03, -0.49, -0.20, 0.04, -0.05, 0.09, 0.08, 0.11, 0.15, 0.07, 0.09, 0.10, 0.03, -0.48, -0.18, 0.04, -0.05, 0.08, 0.08, 0.08, 0.15, 0.07, 0.09, 0.10], "total_charge": 1, "homo_lumo_gap_ev": 7.13, "homo_energy_ev": -9.8}

(3)
{"formula": "C3H12NO4", "method": "ωB97M-V with the def2-TZVPD basis set", "elements": ["O", "C", "C", "N", "C", "O", "H", "H", "H", "H", "H", "H", "H", "H", "H", "H", "O", "H", "H", "O"], "coordinates": [[-0.415, 2.186, 0.615], [-1.207, 1.673, -0.366], [-0.228, 0.971, -1.313], [0.530, -0.053, -0.517], [1.598, -0.746, -1.312], [-2.357, 1.887, -0.541], [-0.907, 2.747, 1.224], [0.514, 1.682, -1.667], [-0.681, 0.441, -2.142], [0.877, 0.451, 0.303], [-0.099, -0.748, -0.110], [1.088, -1.154, -2.184], [1.871, -1.610, -0.743], [2.295, 0.029, -1.573], [-1.839, -1.675, 1.123], [-2.644, -0.392, 1.267], [-1.814, -0.803, 1.538], [1.864, -1.945, 2.036], [0.543, -1.353, 2.585], [1.011, -1.587, 1.775]], "nbo_charge": [-0.71, 0.77, -0.32, -0.49, -0.40, -0.50, 0.52, 0.25, 0.24, 0.46, 0.46, 0.22, 0.25, 0.23, 0.48, 0.49, -0.96, 0.49, 0.50, -0.99], "total_charge": 1, "homo_lumo_gap_ev": 11.98, "homo_energy_ev": -15.1}

Calculated M in order - 639.2, 1284.4, 126.1 g mol⁻¹
Calculated calculated total energy in order - -160332.217, -160358.212, -12979.737 eV